(1)
The following is a quantum chemistry calculation of 10 unconnected molecules or ions with the total composition C40H117N19O17P6 at a distorted geometry, from OMol25.

Computed properties:
Kohn-Sham gap ... 7.77 eV
SMILES string ... CN(C)P(=O)(N(C)C)N(C)C.CN(C)P(=O)(N(C)C)N(C)C.CN(C)P(=O)(N(C)C)N(C)C.CN(C)P(=O)(N(C)C)N(C)C.CN(C)P(=O)(N(C)C)N(C)C.CCOP(=O)(OCC)OCC.C[N+](=O)[O-].C[N+](=O)[O-].C[N+](=O)[O-].C[N+](=O)[O-]
Spin multiplicity ... 1
HOMO ... -7.8988 eV

Geometry (Å):
O 17.756 16.383 19.051
P 18.091 17.255 17.900
N 19.377 16.468 16.947
C 20.083 17.068 15.773
C 19.451 15.014 16.804
N 18.841 18.774 18.247
C 18.788 19.978 17.380
C 18.975 19.172 19.625
N 16.803 17.409 16.820
C 15.751 18.348 17.102
C 16.490 16.382 15.857
H 20.096 18.158 15.771
H 19.684 16.759 14.807
H 21.110 16.704 15.808
H 18.753 14.756 16.008
H 19.175 14.560 17.756
H 20.461 14.713 16.526
H 19.778 20.352 17.121
H 18.238 19.661 16.494
H 18.226 20.826 17.772
H 19.377 18.330 20.189
H 19.687 19.979 19.799
H 17.996 19.491 19.983
H 15.054 18.034 17.879
H 16.123 19.286 17.511
H 15.412 18.710 16.131
H 17.302 16.194 15.155
H 15.646 16.676 15.232
H 16.248 15.520 16.479
O 21.544 5.446 7.557
P 20.070 5.247 7.504
N 19.144 6.670 7.387
C 17.661 6.615 7.292
C 19.695 7.962 7.503
N 19.505 4.510 8.986
C 20.448 3.532 9.557
C 18.163 4.435 9.596
N 19.518 4.251 6.232
C 18.523 3.132 6.218
C 19.791 4.765 4.873
H 17.271 7.064 6.378
H 17.256 7.183 8.129
H 17.317 5.584 7.199
H 20.703 7.900 7.092
H 19.696 8.294 8.542
H 19.129 8.641 6.865
H 20.374 2.537 9.119
H 21.434 3.973 9.410
H 20.424 3.512 10.646
H 17.445 3.865 9.006
H 18.159 4.159 10.650
H 17.582 5.356 9.646
H 17.561 3.459 5.825
H 19.001 2.433 5.532
H 18.503 2.728 7.230
H 18.948 4.629 4.195
H 20.687 4.313 4.447
H 19.892 5.850 4.900
O 9.530 14.584 14.713
P 10.881 15.073 14.377
N 12.099 13.978 14.122
C 12.391 13.391 12.781
C 12.273 12.907 15.100
N 11.559 15.953 15.677
C 12.957 16.554 15.747
C 10.874 15.762 16.954
N 11.008 16.262 13.115
C 12.239 16.694 12.559
C 9.762 16.838 12.619
H 11.415 13.138 12.367
H 13.004 12.489 12.795
H 12.882 14.113 12.129
H 12.794 13.391 15.926
H 12.821 12.035 14.741
H 11.293 12.634 15.492
H 13.284 16.906 16.725
H 13.636 15.799 15.351
H 12.990 17.467 15.153
H 11.181 14.836 17.439
H 11.093 16.632 17.574
H 9.800 15.784 16.768
H 12.192 16.371 11.519
H 12.448 17.743 12.769
H 13.073 16.084 12.907
H 9.250 17.428 13.379
H 9.050 16.070 12.317
H 9.868 17.386 11.682
O 15.441 13.162 10.719
P 16.896 12.909 10.853
N 17.382 11.277 10.740
C 18.717 10.846 10.321
C 16.640 10.268 11.508
N 17.602 13.342 12.351
C 18.974 13.246 12.783
C 16.679 13.779 13.441
N 17.920 13.749 9.729
C 18.239 15.222 9.993
C 18.028 13.360 8.326
H 19.390 11.646 10.630
H 18.920 10.698 9.260
H 19.116 10.044 10.941
H 15.613 10.499 11.791
H 17.152 10.170 12.465
H 16.661 9.319 10.971
H 19.255 12.206 12.952
H 19.674 13.717 12.093
H 19.123 13.690 13.767
H 16.705 14.852 13.626
H 15.678 13.504 13.108
H 16.925 13.192 14.326
H 17.308 15.781 9.903
H 18.699 15.340 10.974
H 19.005 15.558 9.295
H 17.472 13.992 7.634
H 17.587 12.368 8.237
H 19.072 13.359 8.012
O 24.796 12.448 13.764
P 24.376 11.020 13.719
N 25.258 10.067 12.592
C 25.011 8.626 12.432
C 26.676 10.482 12.463
N 22.713 10.988 13.214
C 21.609 11.377 14.093
C 22.456 11.214 11.781
N 24.499 10.173 15.253
C 23.807 8.912 15.548
C 25.655 10.465 16.117
H 24.026 8.360 12.816
H 25.788 8.030 12.911
H 24.943 8.305 11.393
H 27.280 9.928 11.745
H 27.160 10.417 13.438
H 26.758 11.546 12.240
H 21.534 12.457 13.967
H 20.739 10.777 13.824
H 21.864 11.142 15.127
H 23.392 11.109 11.232
H 21.641 10.560 11.470
H 22.015 12.208 11.722
H 24.473 8.055 15.453
H 23.522 8.786 16.592
H 22.925 8.884 14.907
H 25.244 10.843 17.054
H 26.269 11.249 15.675
H 26.218 9.548 16.292
C 13.823 14.230 7.518
N 13.812 15.744 7.465
O 13.408 16.431 8.399
O 14.163 16.249 6.453
H 12.901 13.815 7.110
H 13.922 13.923 8.559
H 14.750 14.084 6.962
C 21.720 14.448 8.240
N 21.754 13.069 7.606
O 22.072 12.101 8.238
O 21.269 13.038 6.502
H 22.402 15.008 7.601
H 21.901 14.345 9.310
H 20.732 14.909 8.217
C 18.090 18.319 5.775
N 17.764 17.399 6.932
O 17.205 17.924 7.883
O 18.089 16.201 6.829
H 17.345 19.101 5.626
H 18.234 17.855 4.799
H 19.007 18.827 6.074
C 24.196 15.582 13.330
N 23.031 15.094 12.563
O 21.991 14.927 13.190
O 23.124 14.843 11.367
H 23.902 16.607 13.555
H 25.044 15.588 12.644
H 24.427 15.011 14.229
C 15.444 10.376 7.181
C 14.304 10.137 8.179
O 14.747 9.169 9.106
P 13.692 8.431 10.018
O 12.630 7.777 9.246
O 14.591 7.536 11.085
C 13.971 6.416 11.763
C 14.733 5.164 11.405
O 13.203 9.663 11.053
C 12.012 9.568 11.808
C 10.868 10.079 10.981
H 16.358 10.856 7.529
H 15.744 9.379 6.859
H 15.081 10.906 6.300
H 14.002 11.086 8.621
H 13.377 9.832 7.695
H 13.782 6.634 12.814
H 12.973 6.181 11.393
H 14.053 4.313 11.362
H 15.273 5.456 10.505
H 15.474 5.006 12.188
H 11.803 8.547 12.126
H 12.003 10.153 12.727
H 10.794 11.154 11.149
H 10.899 9.862 9.914
H 9.972 9.557 11.316

***

(2)
The following is a quantum chemistry calculation of a molecular structure, C40H26BrF4MnN2O5PS at a distorted geometry, from OMol25.

Computed properties:
Kohn-Sham gap (alpha / beta) ... 5.74 / 5.90 eV
Spin multiplicity ... 6
<S²> ... 8.75
Total charge ... -2
Energy relative to the best compared isomer or geometry (same formula, charge and spin) ... 11.0 kcal/mol
HOMO (alpha / beta) ... -1.8003 / -1.9574 eV

Geometry (Å):
Mn -0.090 2.202 0.608
C -0.414 -1.156 3.744
O -1.332 -1.804 2.794
C -2.409 -1.066 2.333
C -3.657 -1.594 2.582
C -4.852 -0.870 2.315
C -4.738 0.380 1.729
C -3.466 0.923 1.497
C -3.428 2.260 0.954
N -2.409 3.019 0.865
N -2.663 4.274 0.449
C -1.500 4.823 0.201
O -0.400 4.213 0.082
C -1.426 6.304 -0.054
C -0.245 6.851 -0.532
C -0.197 8.246 -0.646
C -1.296 9.051 -0.358
C -2.478 8.451 0.056
C -2.552 7.091 0.230
C -2.214 0.156 1.691
O -1.053 0.513 1.369
H 0.254 -0.449 3.264
H 0.216 -1.922 4.175
H -1.020 -0.669 4.563
H -3.689 -2.564 3.035
H -5.853 -1.272 2.480
H -5.595 1.041 1.549
H -4.443 2.634 0.629
H 0.505 6.097 -0.697
H 0.708 8.655 -1.080
H -1.153 10.132 -0.456
H -3.290 9.127 0.270
H -3.348 6.599 0.742
O 2.428 0.306 2.865
C 2.425 1.092 1.919
O 1.646 2.108 1.739
C 3.432 0.891 0.799
C 4.663 0.398 1.134
C 5.617 0.111 0.131
C 5.326 0.408 -1.199
C 4.042 0.813 -1.527
C 3.086 1.087 -0.537
S 1.522 1.555 -1.216
H 4.932 0.129 2.140
H 6.567 -0.312 0.442
H 6.096 0.346 -1.992
H 3.724 0.862 -2.536
F 0.341 -7.652 2.158
C 0.547 -6.492 1.498
C -0.113 -6.218 0.323
F -0.961 -7.201 -0.025
C -0.025 -5.006 -0.348
F -0.771 -4.886 -1.467
C 0.778 -3.978 0.225
P 0.738 -2.160 -0.400
C -0.922 -1.836 -1.202
C -0.998 -0.760 -2.093
C -2.209 -0.374 -2.647
C -3.408 -0.952 -2.219
C -3.324 -1.950 -1.287
C -2.120 -2.426 -0.782
C 1.766 -2.553 -1.894
C 3.169 -2.539 -1.662
C 4.135 -2.885 -2.629
C 3.677 -3.252 -3.867
C 2.292 -3.283 -4.084
C 1.313 -2.949 -3.166
C 1.563 -4.354 1.354
Br 2.756 -3.110 2.112
C 1.393 -5.533 2.026
F 2.250 -5.942 3.040
H -0.060 -0.323 -2.396
H -2.242 0.418 -3.421
H -4.422 -0.605 -2.536
H -4.215 -2.482 -0.910
H -2.150 -3.200 0.009
H 3.510 -2.127 -0.721
H 5.201 -2.840 -2.396
H 4.367 -3.524 -4.677
H 1.953 -3.551 -5.048
H 0.212 -2.943 -3.414

***

Which of these has the highest spin multiplicity?
C40H26BrF4MnN2O5PS